Record 1
{"formula": "C26H48Cl3HgN4O4Si", "method": "wB97M-V/def2-TZVPD", "species": ["C", "C", "H", "H", "H", "C", "C", "H", "H", "H", "H", "Hg", "Cl", "Cl", "H", "H", "C", "C", "N", "H", "C", "O", "H", "H", "H", "H", "H", "H", "C", "C", "N", "H", "C", "O", "H", "H", "H", "H", "O", "C", "C", "C", "H", "C", "H", "C", "H", "C", "C", "H", "H", "H", "Si", "Cl", "C", "C", "C", "H", "H", "H", "H", "H", "H", "H", "H", "H", "C", "N", "C", "C", "C", "N", "C", "C", "O", "H", "H", "H", "H", "H", "H", "H", "H", "H", "H", "H", "H"], "positions_angstrom": [[-1.799, -2.002, -4.154], [-1.350, -2.804, -2.981], [-2.262, -2.626, -4.922], [-0.984, -1.410, -4.594], [-2.546, -1.285, -3.794], [-1.052, -4.116, -3.035], [-0.889, -4.869, -4.318], [-0.959, -4.698, -2.117], [-0.541, -4.217, -5.136], [-1.843, -5.320, -4.628], [-0.174, -5.697, -4.195], [-0.364, 2.473, -0.994], [-2.467, 1.320, -1.098], [1.854, 3.069, -0.414], [1.139, 5.182, 3.289], [-1.009, 6.739, 3.086], [1.051, 5.037, 2.203], [-0.953, 6.500, 2.016], [-0.336, 5.206, 1.781], [1.435, 4.062, 1.892], [-1.146, 4.178, 1.469], [-0.849, 2.972, 1.561], [-1.964, 6.453, 1.601], [-2.125, 4.489, 1.046], [1.635, 5.816, 1.704], [-0.373, 7.285, 1.525], [1.960, -0.944, -2.791], [1.874, -3.467, -2.316], [2.950, -0.932, -2.324], [2.848, -3.344, -1.823], [2.991, -1.979, -1.333], [3.107, 0.039, -1.860], [3.331, -1.703, -0.040], [3.554, -0.587, 0.417], [2.914, -4.039, -0.977], [3.400, -2.619, 0.601], [3.707, -1.108, -3.095], [3.639, -3.585, -2.550], [0.067, -1.307, -2.190], [-1.000, -1.953, -1.752], [0.129, -3.302, 0.217], [-0.997, -2.776, -0.420], [1.127, -2.953, -0.064], [-0.016, -4.282, 1.208], [-1.835, -1.230, -1.647], [-2.252, -3.099, 0.076], [0.876, -4.747, 1.653], [-1.287, -4.685, 1.617], [-2.412, -4.061, 1.068], [-3.104, -2.603, -0.377], [-1.391, -5.463, 2.378], [-3.412, -4.345, 1.398], [-0.734, 3.481, -4.019], [-0.196, 1.411, -3.445], [1.024, 4.094, -4.031], [-1.843, 4.438, -2.853], [-1.683, 3.479, -5.624], [1.687, 3.585, -3.314], [1.057, 5.158, -3.785], [1.459, 3.956, -5.037], [-1.120, 3.138, -6.505], [-1.956, 4.542, -5.733], [-2.611, 2.893, -5.572], [-2.183, 3.893, -1.955], [-2.772, 4.693, -3.383], [-1.394, 5.385, -2.528], [-1.279, 0.802, 3.291], [-0.397, 0.067, 4.141], [-0.126, 0.557, 5.474], [0.269, -0.599, 6.352], [1.375, -1.430, 5.766], [1.230, -1.594, 4.341], [2.055, -2.576, 3.685], [0.357, -0.908, 3.522], [0.269, -1.139, 2.307], [-0.728, 1.333, 2.507], [-1.802, 1.554, 3.893], [-2.003, 0.135, 2.798], [0.686, 1.307, 5.462], [-1.047, 1.035, 5.828], [-0.594, -1.233, 6.521], [0.586, -0.213, 7.316], [1.383, -2.435, 6.206], [2.346, -0.958, 5.972], [2.873, -2.881, 4.357], [1.446, -3.463, 3.434], [2.465, -2.172, 2.748]], "total_charge": -1, "e_above_lowest_kj_mol": 220.29, "fmax_ha_per_bohr": 0.05122}

---

Record 2
{"formula": "C3H2AlFO3", "method": "wB97M-V/def2-TZVPD", "species": ["O", "C", "C", "H", "H", "F", "Al", "O", "O", "C"], "positions_angstrom": [[0.521, -1.259, -1.402], [1.429, -0.444, -0.929], [1.300, 0.131, 0.292], [2.362, -0.286, -1.485], [1.957, 0.761, 0.880], [0.317, -0.538, 1.076], [-0.804, -1.201, -0.274], [-2.738, 1.948, 1.038], [-2.053, -0.108, 0.231], [-2.290, 0.997, 0.573]], "total_charge": 2, "e_above_lowest_kj_mol": 0.00, "fmax_ha_per_bohr": 0.12615}

---

E per entry: -3363.0698; -682.7846 Ha
Molar mass per entry: 815.7; 132.0 u
HOMO energy per entry: -3.08; -19.09 eV